Run a
This record from the OMol25 dataset describes a cluster of 2 separate species, C6H16 in total. The level of theory is wB97M-V/def2-TZVPD.

As for the HOMO energy: -11.3 eV.

ORCA input file:
```
! RIJCOSX wB97M-V def2-TZVPD def2/J DEFGRID3
* xyz 0 1
C 2.767 -2.088 0.677
C 1.944 -2.590 -0.500
C 1.943 -1.614 -1.666
H 2.475 -1.072 0.938
H 3.820 -2.053 0.415
H 2.635 -2.731 1.542
H 0.934 -2.825 -0.167
H 2.389 -3.532 -0.829
H 2.952 -1.308 -1.930
H 1.405 -2.042 -2.507
H 1.330 -0.732 -1.434
C -2.334 1.807 -0.782
C -2.561 2.539 0.540
C -1.812 1.953 1.719
H -1.281 1.553 -0.875
H -2.632 2.421 -1.622
H -2.810 0.817 -0.758
H -3.628 2.561 0.756
H -2.350 3.601 0.398
H -1.713 2.696 2.519
H -2.316 1.083 2.142
H -0.796 1.662 1.460
*
```



Run b
This record from the OMol25 dataset describes a cluster of 2 separate species, C6H16 in total. The level of theory is wB97M-V/def2-TZVPD.

As for the HOMO energy: -11.1 eV.

ORCA input file:
```
! RIJCOSX wB97M-V def2-TZVPD def2/J DEFGRID3
* xyz 0 1
C 1.527 -0.948 1.824
C 2.064 -1.224 0.437
C 1.223 -2.159 -0.421
H 1.396 -1.860 2.422
H 2.252 -0.393 2.415
H 0.602 -0.359 1.821
H 3.100 -1.557 0.574
H 2.281 -0.267 -0.053
H 1.138 -1.818 -1.457
H 0.223 -2.246 -0.013
H 1.710 -3.127 -0.532
C -1.635 1.585 0.625
C -1.435 2.047 -0.835
C -1.667 0.881 -1.776
H -1.105 0.628 0.681
H -1.119 2.230 1.334
H -2.688 1.595 0.877
H -2.116 2.872 -1.045
H -0.457 2.502 -0.979
H -2.565 0.345 -1.437
H -1.850 1.132 -2.818
H -0.880 0.142 -1.646
*
```



Run c
This record from the OMol25 dataset describes a cluster of 2 separate species, C6H16 in total. The level of theory is wB97M-V/def2-TZVPD.

As for the HOMO energy: -10.8 eV.

ORCA input file:
```
! RIJCOSX wB97M-V def2-TZVPD def2/J DEFGRID3
* xyz 0 1
C -1.869 1.581 -1.737
C -0.788 0.921 -0.793
C -1.598 0.131 0.381
C 0.179 -0.114 -1.545
H -1.985 2.684 -1.816
H -2.840 1.093 -1.605
H -1.587 1.158 -2.776
H -0.154 1.723 -0.266
H -1.969 -0.838 0.006
H -0.939 0.050 1.204
H -2.426 0.783 0.703
H 0.414 0.163 -2.650
H 0.975 -0.571 -0.967
H -0.575 -0.938 -1.579
C 1.245 -1.109 1.196
C 2.533 -0.834 2.163
H 1.577 -1.656 0.349
H 0.530 -1.749 1.676
H 0.834 -0.194 1.030
H 2.396 0.149 2.625
H 3.414 -0.687 1.637
H 2.630 -1.748 2.765
*
```



Run d
This record from the OMol25 dataset describes a cluster of 2 separate species, C6H16 in total. The level of theory is wB97M-V/def2-TZVPD.

As for the HOMO energy: -11.0 eV.

ORCA input file:
```
! RIJCOSX wB97M-V def2-TZVPD def2/J DEFGRID3
* xyz 0 1
C 0.179 1.697 2.871
C 0.238 1.708 1.450
C 1.531 1.142 0.895
H -0.108 0.757 3.206
H -0.596 2.383 3.389
H 1.195 1.972 3.310
H -0.479 1.082 0.920
H 0.220 2.737 1.001
H 2.382 1.811 1.184
H 1.727 0.199 1.402
H 1.569 0.941 -0.142
C 0.499 -1.265 -1.520
C -0.997 -1.199 -1.339
C -1.767 -1.959 -2.369
H 1.030 -0.770 -0.639
H 0.934 -2.304 -1.360
H 0.771 -0.960 -2.587
H -1.316 -1.606 -0.425
H -1.250 -0.189 -1.353
H -1.092 -2.581 -2.898
H -2.628 -2.294 -1.778
H -2.042 -1.303 -3.218
*
```



The least stable of them is run c.



Run a
This record from the OMol25 dataset describes a cluster of 2 separate species, C6H16 in total. The level of theory is wB97M-V/def2-TZVPD.

As for the HOMO energy: -10.0 eV.

ORCA input file:
```
! RIJCOSX wB97M-V def2-TZVPD def2/J DEFGRID3
* xyz 0 1
C -0.769 -1.385 0.969
C 0.437 -0.545 0.690
C 0.759 0.342 1.929
C 1.749 -1.498 0.641
H -0.633 -2.401 1.338
H -1.537 -1.636 0.207
H -1.365 -1.195 1.881
H 0.297 0.041 -0.208
H 0.000 1.128 1.784
H 0.788 -0.215 2.866
H 1.722 0.847 1.933
H 1.588 -2.548 0.859
H 2.000 -1.316 -0.418
H 2.719 -1.122 1.051
C -0.239 1.237 -2.242
C -1.667 1.593 -1.719
H 0.411 1.813 -1.577
H -0.065 0.121 -2.139
H -0.116 1.473 -3.276
H -1.546 2.509 -1.154
H -2.045 0.822 -1.051
H -2.487 1.933 -2.366
*
```



Run b
This record from the OMol25 dataset describes a cluster of 2 separate species, C6H16 in total. The level of theory is wB97M-V/def2-TZVPD.

As for the HOMO energy: -10.6 eV.

ORCA input file:
```
! RIJCOSX wB97M-V def2-TZVPD def2/J DEFGRID3
* xyz 0 1
C 1.591 -1.725 0.532
C 0.530 -0.709 0.942
C -0.803 -1.319 1.430
C 1.106 0.431 1.854
H 1.336 -2.684 1.001
H 2.642 -1.489 0.649
H 1.454 -1.954 -0.529
H 0.234 -0.085 0.102
H -0.841 -1.228 2.517
H -1.663 -0.850 0.950
H -0.911 -2.369 1.166
H 1.428 1.208 1.165
H 0.331 0.834 2.503
H 1.955 0.138 2.476
C -0.805 1.914 -1.653
C -1.498 1.222 -2.832
H 0.233 1.578 -1.548
H -0.506 2.917 -1.968
H -1.404 1.811 -0.761
H -1.210 1.697 -3.766
H -1.332 0.145 -2.927
H -2.578 1.307 -2.721
*
```



The least stable of them is run a.



Run a
This record from the OMol25 dataset describes a cluster of 8 separate species, C30H43N8O13 in total. The level of theory is wB97M-V/def2-TZVPD.

As for the HOMO energy: -6.6 eV.

ORCA input file:
```
! RIJCOSX wB97M-V def2-TZVPD def2/J DEFGRID3
* xyz -1 1
N -0.687 -0.703 1.179
O -0.228 -0.481 2.271
O -0.529 -1.837 0.725
O -1.224 0.227 0.498
C 3.145 -0.026 -0.999
C 3.740 0.062 -2.416
C 3.073 -0.695 -3.471
C 2.118 -1.891 -3.074
C 1.589 -1.870 -1.681
C 2.209 -0.891 -0.678
N 1.626 -2.794 -4.094
O 2.405 -3.122 -5.040
O 0.484 -3.242 -3.878
H 3.531 0.607 -0.322
H 4.582 0.687 -2.637
H 3.323 -0.592 -4.593
H 1.029 -2.543 -1.294
H 1.867 -0.971 0.466
C 0.087 2.427 -2.729
C -0.886 1.222 -2.785
C -1.979 1.190 -3.780
C -2.080 2.323 -4.896
C -0.924 3.465 -4.777
C 0.104 3.465 -3.649
N -2.977 2.276 -5.983
O -3.765 1.263 -6.008
O -3.083 3.353 -6.682
H 0.804 2.417 -1.765
H -0.644 0.364 -1.980
H -2.708 0.280 -3.773
H -1.006 4.114 -5.651
H 0.781 4.247 -3.616
C 2.887 -1.568 5.407
C 4.132 -0.984 6.050
C 4.880 0.210 5.356
C 4.544 0.420 3.799
C 3.353 -0.212 3.228
C 2.501 -1.317 4.122
N 5.203 1.569 3.156
O 5.888 2.353 3.772
O 4.912 1.664 1.915
H 2.355 -2.316 6.008
H 4.548 -1.206 7.083
H 5.675 0.868 5.646
H 3.122 0.013 2.392
H 1.573 -1.724 3.514
C 0.374 -6.885 2.174
O 0.732 -7.842 2.845
N 1.271 -5.874 2.018
C 0.781 -4.614 1.390
C 2.644 -5.928 2.622
H -0.516 -6.828 1.751
H 0.868 -4.594 0.279
H 1.508 -3.817 1.772
H -0.127 -4.237 1.698
H 3.124 -4.940 2.374
H 3.084 -6.628 2.151
H 2.568 -6.195 3.659
C 1.938 4.847 0.240
O 1.545 5.753 -0.553
N 1.119 4.044 0.778
C 1.604 2.803 1.503
C -0.284 4.043 0.574
H 2.953 4.705 0.435
H 1.034 2.002 1.613
H 2.052 3.018 2.333
H 2.349 2.481 0.939
H -0.872 3.475 1.203
H -0.506 4.060 -0.458
H -0.362 5.113 0.927
C -4.709 -1.546 -3.202
O -5.532 -0.890 -2.549
N -3.746 -2.149 -2.675
C -2.902 -2.906 -3.558
C -3.505 -2.064 -1.231
H -4.751 -1.460 -4.404
H -3.049 -3.975 -3.456
H -1.962 -2.761 -3.253
H -2.846 -2.535 -4.651
H -3.931 -2.703 -0.561
H -3.711 -1.141 -0.902
H -2.483 -2.239 -0.900
C -3.604 3.202 0.623
O -3.299 4.270 0.116
N -4.491 3.224 1.751
C -5.089 1.932 2.223
C -4.792 4.482 2.493
H -3.301 2.176 0.101
H -4.532 1.625 3.257
H -5.047 1.116 1.316
H -6.124 2.350 2.730
H -4.260 5.262 2.339
H -4.707 3.995 3.515
H -5.824 4.688 2.289
*
```



Run b
This record from the OMol25 dataset describes a cluster of 8 separate species, C30H43N8O13 in total. The level of theory is wB97M-V/def2-TZVPD.

As for the HOMO energy: -6.3 eV.

ORCA input file:
```
! RIJCOSX wB97M-V def2-TZVPD def2/J DEFGRID3
* xyz -1 1
N -0.057 -0.517 -0.846
O 1.124 -0.394 -0.878
O -0.694 -1.343 -1.589
O -0.736 0.100 0.024
C -5.491 -2.671 -0.559
C -4.152 -1.953 -0.466
C -3.963 -0.962 -1.609
C -4.987 -0.688 -2.599
C -6.323 -1.482 -2.615
C -6.506 -2.407 -1.483
N -4.601 0.306 -3.690
O -3.393 0.236 -4.146
O -5.495 0.947 -4.316
H -5.603 -3.493 0.207
H -3.543 -2.054 0.217
H -3.113 -0.478 -1.646
H -7.011 -1.238 -3.623
H -7.453 -2.999 -1.548
C 5.165 0.486 -3.819
C 5.851 1.893 -4.201
C 5.221 3.210 -3.677
C 3.808 3.097 -2.994
C 3.138 1.733 -2.732
C 3.969 0.447 -3.229
N 3.153 4.241 -2.430
O 3.748 5.318 -2.578
O 2.481 4.048 -1.453
H 5.774 -0.433 -3.999
H 6.887 1.779 -4.874
H 5.593 4.126 -3.744
H 2.259 1.713 -2.331
H 3.600 -0.547 -3.057
C -4.218 2.789 2.788
C -3.263 1.933 1.956
C -3.118 0.433 2.280
C -4.155 -0.188 3.188
C -5.193 0.762 4.001
C -5.140 2.231 3.679
N -4.215 -1.636 3.471
O -5.180 -2.047 4.239
O -3.149 -2.267 3.219
H -4.541 3.830 2.563
H -2.847 2.191 0.905
H -2.424 -0.354 1.692
H -5.827 0.561 4.829
H -5.661 3.040 4.268
C 0.513 -4.470 -0.245
O 1.126 -5.330 -0.876
N 0.296 -4.591 1.131
C 0.117 -3.306 1.879
C 0.402 -5.804 1.795
H -0.087 -3.688 -0.572
H -0.782 -2.942 1.575
H 0.691 -2.596 1.697
H 0.061 -3.555 2.991
H -0.222 -6.518 1.273
H -0.145 -5.665 2.767
H 1.421 -6.233 1.864
C 2.342 3.137 3.230
O 2.939 3.638 4.205
N 2.438 1.832 2.874
C 1.814 1.140 1.759
C 3.576 0.974 3.284
H 1.688 3.638 2.539
H 1.204 0.222 1.975
H 2.516 1.089 0.964
H 0.929 1.634 1.528
H 4.394 1.115 2.800
H 3.203 -0.142 3.405
H 3.743 1.282 4.479
C -2.577 2.493 -1.518
O -3.810 2.485 -1.758
N -2.020 3.741 -1.206
C -0.532 3.621 -0.713
C -2.634 5.006 -1.288
H -2.082 1.793 -1.397
H 0.154 4.150 -1.441
H -0.069 2.551 -0.688
H -0.481 4.191 0.317
H -3.556 5.163 -0.647
H -2.622 5.398 -2.231
H -1.827 5.622 -0.992
C 4.386 -1.350 0.344
O 5.057 -0.383 0.487
N 4.797 -2.531 -0.107
C 3.849 -3.525 -0.532
C 6.283 -2.877 -0.267
H 3.206 -1.406 0.856
H 4.249 -4.364 -1.113
H 2.778 -3.148 -0.860
H 3.565 -3.980 0.394
H 6.867 -2.449 0.489
H 6.594 -2.335 -1.143
H 6.521 -4.005 -0.126
*
```



The least stable of them is run b.



Run a
This record from the OMol25 dataset describes a cluster of 5 separate species, C2H13NO5 in total. The level of theory is wB97M-V/def2-TZVPD.

As for the HOMO energy: -10.2 eV.

ORCA input file:
```
! RIJCOSX wB97M-V def2-TZVPD def2/J DEFGRID3
* xyz 0 1
C -0.219 1.562 -1.155
N -1.433 1.063 -1.815
C -2.053 -0.122 -1.460
O -1.623 -1.033 -0.746
H -0.558 2.626 -0.947
H 0.594 1.534 -1.838
H 0.099 1.101 -0.133
H -1.787 1.681 -2.558
H -3.162 -0.015 -1.823
O 2.296 -1.146 0.476
H 1.885 -1.579 1.264
H 1.803 -0.722 -0.177
O 0.497 -2.021 1.963
H -0.101 -2.689 1.399
H -0.236 -1.787 2.557
O 3.468 1.156 -1.198
H 3.389 1.413 -0.346
H 2.918 0.601 -1.672
O -1.926 0.650 2.859
H -1.429 0.446 2.096
H -1.443 0.469 3.739
*
```



Run b
This record from the OMol25 dataset describes a cluster of 5 separate species, C2H13NO5 in total. The level of theory is wB97M-V/def2-TZVPD.

As for the HOMO energy: -9.7 eV.

ORCA input file:
```
! RIJCOSX wB97M-V def2-TZVPD def2/J DEFGRID3
* xyz 0 1
C -0.302 1.796 -1.299
C -0.346 0.291 -1.397
N -1.424 -0.364 -0.971
O 0.602 -0.353 -1.861
H -1.100 2.215 -1.896
H 0.658 2.213 -1.629
H -0.240 2.038 -0.230
H -1.531 -1.364 -0.971
H -2.085 0.142 -0.400
O 3.208 -0.856 -1.091
H 2.392 -0.496 -1.494
H 3.295 -1.787 -1.256
O 1.621 -0.103 1.033
H 2.238 -0.184 0.263
H 2.019 0.118 1.871
O -1.779 1.853 2.433
H -0.907 1.518 2.675
H -2.204 1.460 3.204
O -1.633 -2.421 1.033
H -0.670 -2.351 0.968
H -1.810 -3.365 1.016
*
```



The least stable of them is run a.